No. 1
Formula: C17H60N14O18
Source: the Open Molecules 2025 dataset
Level of theory: ωB97M-V/def2-TZVPD

The calculation puts the frontier orbital gap at 9.354 eV. The LUMO energy is -0.112 eV. The energy relative to the best compared isomer or geometry (same formula, charge and spin) is 0.0 kcal/mol. Its spin multiplicity is 1. The HOMO energy comes out at -0.348 Ha.

```
109
Properties=species:S:1:pos:R:3:mulliken_charge:R:1
C -12.031 -16.113 -17.665 0.5375
O -10.821 -15.924 -17.640 -0.4748
N -12.718 -16.673 -16.766 -0.2834
N -12.735 -15.983 -18.739 -0.3602
H -13.632 -17.047 -16.979 0.1261
H -12.223 -16.985 -15.943 0.1601
H -13.717 -16.219 -18.726 0.1023
H -12.394 -15.532 -19.576 0.2229
C -10.430 -11.949 -18.220 0.3877
O -10.698 -10.851 -18.670 -0.9189
N -10.801 -13.044 -18.734 0.1710
N -10.033 -12.167 -16.971 0.3862
H -11.121 -13.084 -19.691 0.2722
H -10.587 -13.970 -18.395 -0.4865
H -9.761 -13.062 -16.590 -0.0449
H -10.039 -11.297 -16.459 0.1185
C -14.109 -14.583 -12.416 0.4110
O -15.014 -14.148 -11.654 -0.8147
N -14.043 -14.097 -13.606 0.0168
N -13.293 -15.565 -12.201 -0.0497
H -14.744 -13.383 -13.737 0.1725
H -13.347 -14.358 -14.290 -0.0904
H -13.469 -16.153 -11.399 0.2294
H -12.663 -15.822 -12.947 0.1192
C -7.940 -14.076 -19.481 0.8046
O -7.133 -13.195 -19.394 -0.7108
N -8.492 -14.343 -20.595 -0.3638
N -8.373 -14.769 -18.486 0.0986
H -8.193 -13.766 -21.368 0.2465
H -9.276 -14.978 -20.645 0.1401
H -8.197 -14.292 -17.613 -0.0669
H -9.194 -15.341 -18.621 0.2236
C -11.677 -8.806 -15.832 0.6970
O -10.601 -9.110 -15.354 -0.7330
N -12.172 -9.300 -16.982 -0.4317
N -12.527 -8.005 -15.255 -0.3873
H -11.567 -9.885 -17.541 0.1656
H -13.168 -9.446 -16.899 0.1770
H -12.323 -7.646 -14.333 0.2494
H -13.365 -7.683 -15.719 0.1692
C -8.240 -18.819 -17.858 0.5570
O -7.945 -19.995 -17.797 -0.7337
N -7.552 -17.884 -18.485 -0.3745
N -9.342 -18.362 -17.372 -0.1518
H -6.700 -18.310 -18.820 0.1816
H -7.819 -16.914 -18.567 0.3607
H -9.896 -18.978 -16.793 0.1581
H -9.539 -17.376 -17.465 -0.0028
C -7.055 -14.083 -15.439 0.3911
O -8.278 -14.042 -15.690 -0.5913
N -6.146 -14.196 -16.363 -0.3153
N -6.426 -14.010 -14.274 -0.2745
H -6.410 -14.471 -17.298 0.1371
H -5.181 -14.331 -16.099 0.1665
H -5.444 -13.779 -14.237 0.2312
H -7.006 -14.039 -13.447 -0.2145
C -10.491 -17.137 -13.212 -1.0049
C -9.728 -16.103 -12.368 0.5969
O -8.851 -16.626 -11.367 -0.6056
O -11.411 -16.575 -14.071 -0.6619
H -10.973 -17.948 -12.666 0.3934
H -9.707 -17.678 -13.742 0.2931
H -10.535 -15.530 -11.912 0.2727
H -9.188 -15.438 -13.043 -0.3191
H -9.438 -16.776 -10.623 0.3940
H -11.037 -15.715 -14.279 0.3003
C -8.086 -8.907 -12.470 -0.3079
C -7.315 -9.844 -13.430 -0.0024
O -6.033 -10.272 -12.984 -0.5495
O -8.525 -9.580 -11.319 -0.4931
H -8.897 -8.621 -13.140 0.0962
H -7.623 -7.965 -12.177 0.4297
H -7.153 -9.273 -14.345 0.5171
H -7.965 -10.700 -13.608 -0.2439
H -5.296 -9.750 -13.311 0.2953
H -9.185 -9.051 -10.865 0.2595
C -16.267 -15.275 -16.094 -0.0728
C -16.402 -16.606 -15.181 -0.1455
O -17.643 -17.308 -15.473 -0.5786
O -17.508 -14.498 -15.949 -0.6014
H -16.182 -15.469 -17.163 0.2806
H -15.451 -14.700 -15.658 0.0587
H -16.324 -16.478 -14.101 0.1860
H -15.573 -17.286 -15.381 0.1844
H -18.290 -16.690 -15.820 0.3631
H -17.621 -14.167 -15.055 0.3407
C -11.735 -11.831 -11.616 0.2561
C -11.748 -10.754 -12.728 -0.7278
O -10.820 -11.120 -13.710 0.1936
O -10.373 -11.901 -11.113 -0.5482
H -12.036 -12.825 -11.949 -0.5013
H -12.421 -11.597 -10.802 0.4824
H -11.440 -9.781 -12.346 0.3724
H -12.786 -10.610 -13.026 0.4026
H -10.543 -10.313 -14.152 -0.0900
H -10.014 -11.148 -11.589 0.0737
C -7.755 -13.078 -10.632 0.4668
C -6.411 -13.898 -10.487 -0.8828
O -6.457 -15.076 -11.227 -0.5605
O -8.834 -13.788 -10.055 -0.6093
H -7.795 -12.990 -11.718 -0.3805
H -7.570 -12.073 -10.255 0.4053
H -6.230 -14.026 -9.419 0.3696
H -5.590 -13.261 -10.816 0.3778
H -7.267 -15.567 -11.073 0.4496
H -9.615 -13.296 -10.320 0.5409
O -10.710 -13.981 -14.675 0.3923
H -10.810 -13.079 -14.370 -0.1597
H -9.776 -14.068 -14.864 0.2890
```

---

No. 2
Formula: C5H9O
Source: the Open Molecules 2025 dataset
Level of theory: ωB97M-V/def2-TZVPD

The charge is +1. The calculation puts the frontier orbital gap (spin up / spin down) at 6.465 / 6.518 eV. The LUMO energy (spin up / spin down) is -6.891 / -6.898 eV. The energy relative to the best compared isomer or geometry (same formula, charge and spin) is 158.4 kcal/mol. Its spin multiplicity is 1. The HOMO energy (spin up / spin down) comes out at -0.491 / -0.493 Ha.

```
15
Properties=species:S:1:pos:R:3:mulliken_charge:R:1
C -0.271 -0.598 0.084 0.0514
C -0.424 -1.931 -0.411 0.1902
C -0.167 0.343 -0.881 -0.4265
C -0.440 -3.170 0.419 -0.9873
C 0.683 3.577 0.196 -0.5140
O 0.220 2.357 0.647 -0.3295
H -0.222 -0.231 1.071 0.4065
H -0.466 -1.991 -1.456 0.3916
H -0.122 0.459 -1.941 0.3635
H -1.491 -3.725 0.379 0.3412
H 0.225 -3.959 -0.004 0.3463
H -0.275 -2.854 1.511 0.3248
H -0.089 4.366 -0.008 0.2744
H 1.296 4.031 0.954 0.2892
H 1.543 3.326 -0.559 0.2780
```

---

No. 3
Formula: C3H7NO3
Source: the Open Molecules 2025 dataset
Level of theory: ωB97M-V/def2-TZVPD

The calculation puts the frontier orbital gap (spin up / spin down) at 6.755 / 8.327 eV. The LUMO energy (spin up / spin down) is -1.647 / -0.785 eV. The energy relative to the best compared isomer or geometry (same formula, charge and spin) is 236.1 kcal/mol. Its spin multiplicity is 1. The HOMO energy (spin up / spin down) comes out at -0.309 / -0.335 Ha.

```
14
Properties=species:S:1:pos:R:3:mulliken_charge:R:1
C 1.927 -0.660 0.404 -1.0762
C 0.639 -0.538 -0.436 0.6946
O 0.649 -0.880 -1.648 -0.5281
H -0.538 -1.300 -0.203 0.2311
H 2.663 0.065 0.053 0.3143
H 1.722 -0.460 1.455 0.3383
H 2.351 -1.649 0.257 0.3054
C -0.290 1.845 -0.285 -0.3540
O -1.802 -0.919 0.347 -0.3572
O -3.034 -0.371 0.019 -0.2544
N -0.020 0.659 -0.061 -0.1866
H -3.595 -0.522 0.798 0.3479
H 0.185 2.317 -1.151 0.2749
H -0.857 2.413 0.451 0.2499
```

---

No. 4
Formula: C22H28HfN5S
Source: the Open Molecules 2025 dataset
Level of theory: ωB97M-V/def2-TZVPD

The charge is +3. The calculation puts the frontier orbital gap (spin up / spin down) at 6.612 / 6.614 eV. The LUMO energy (spin up / spin down) is -8.971 / -8.971 eV. The energy relative to the best compared isomer or geometry (same formula, charge and spin) is 15.2 kcal/mol. Its spin multiplicity is 1. The HOMO energy (spin up / spin down) comes out at -0.573 / -0.573 Ha.

```
57
Properties=species:S:1:pos:R:3:mulliken_charge:R:1
Hf -0.736 -1.048 -0.587 0.8234
N -2.598 2.943 0.173 -0.0308
C -1.354 3.457 0.506 0.2121
C -0.994 4.752 0.862 -1.0998
C 0.322 4.952 1.205 -0.6601
C 1.237 3.890 1.188 -1.1688
C 0.868 2.605 0.841 -0.2983
C -0.472 2.374 0.485 0.6743
N -1.213 1.201 0.117 0.2912
C -2.462 1.636 -0.027 0.3393
C -3.550 0.720 -0.265 -0.0063
C -4.886 0.952 -0.353 -0.4067
S -5.711 -0.525 -0.551 0.0136
C -4.247 -1.359 -0.498 -0.1741
N -3.181 -0.596 -0.344 -0.4171
H -3.445 3.481 0.065 0.2747
H -1.716 5.558 0.874 0.4733
H 0.654 5.937 1.501 0.4560
H 2.266 4.088 1.456 0.4799
H 1.613 1.829 0.858 0.6226
H -5.425 1.886 -0.317 0.3808
H -4.204 -2.436 -0.580 0.4130
N 1.634 -0.035 4.832 -0.2740
C 0.678 -0.934 4.088 -0.8147
C 0.421 -0.428 2.667 -0.4899
N -0.482 -1.330 1.937 -0.4271
H 1.840 -0.415 5.762 0.3869
H 1.251 0.904 4.971 0.3621
H 2.528 0.063 4.343 0.3610
H -0.242 -0.978 4.670 0.4230
H 1.123 -1.928 4.074 0.4673
H 1.353 -0.374 2.100 0.3593
H -0.026 0.567 2.684 0.2386
H -1.390 -1.393 2.396 0.3247
H -0.104 -2.278 1.958 0.3822
C 3.109 -0.233 -1.966 -1.7801
C 1.618 -0.598 -1.839 1.7323
C 0.826 0.432 -2.675 -1.4775
C 1.197 -0.510 -0.382 1.0302
C 1.261 -2.011 -2.339 0.0871
C 1.189 -2.312 -3.706 -0.6509
C 0.917 -3.597 -4.137 -0.8439
C 0.706 -4.631 -3.223 -0.5823
C 0.765 -4.367 -1.872 -0.8613
C 1.033 -3.064 -1.425 -0.2025
H 3.276 0.776 -1.590 0.3951
H 3.434 -0.277 -3.008 0.4477
H 3.721 -0.931 -1.394 0.4182
H 0.871 1.420 -2.216 0.3341
H -0.251 0.151 -2.782 0.4034
H 1.204 0.530 -3.692 0.5912
H 1.159 0.535 -0.109 -1.0452
H 1.370 -1.542 -4.445 0.3829
H 0.875 -3.804 -5.199 0.4386
H 0.523 -5.637 -3.576 0.4422
H 0.641 -5.168 -1.155 0.4614
H 1.207 -2.897 -0.365 0.7876
```

---

No. 5
Formula: C3H3ClFN
Source: the Open Molecules 2025 dataset
Level of theory: ωB97M-V/def2-TZVPD

The calculation puts the frontier orbital gap (spin up / spin down) at 9.294 / 8.698 eV. The LUMO energy (spin up / spin down) is 0.644 / -1.084 eV. Its expectation value of S² is 2.020. The energy relative to the best compared isomer or geometry (same formula, charge and spin) is 5.4 kcal/mol. Its spin multiplicity is 3. The HOMO energy (spin up / spin down) comes out at -0.318 / -0.359 Ha.

```
9
Properties=species:S:1:pos:R:3:mulliken_charge:R:1
C 0.392 1.962 1.132 -0.0875
C -0.535 -1.532 -1.370 0.1563
C 0.110 -1.171 -0.326 -0.0905
N 0.232 1.776 -0.055 -0.3042
F -0.854 -2.789 -1.680 -0.2206
Cl 0.298 -1.376 1.297 -0.1364
H 0.626 2.951 1.399 0.3266
H 0.225 1.018 1.785 0.0609
H -0.495 -0.840 -2.181 0.2954
```

---

No. 6
Formula: C40H64O26
Source: the Open Molecules 2025 dataset
Level of theory: ωB97M-V/def2-TZVPD

The calculation puts the frontier orbital gap at 9.389 eV. The LUMO energy is -0.324 eV. Its SMILES is C[C@H]1COC(=O)O1.C[C@H]1COC(=O)O1.C[C@H]1COC(=O)O1.C[C@H]1COC(=O)O1.C[C@H]1COC(=O)O1.C[C@H]1COC(=O)O1.C[C@H]1COC(=O)O1.C[C@H]1COC(=O)O1.C1CCOC1.C1CCOC1. The energy relative to the best compared isomer or geometry (same formula, charge and spin) is 21.2 kcal/mol. Its spin multiplicity is 1. The HOMO energy comes out at -0.357 Ha.

```
130
Properties=species:S:1:pos:R:3:mulliken_charge:R:1
C 6.022 -0.079 -0.781 -0.9332
C 6.204 0.864 0.434 0.3064
C 5.818 2.339 0.160 -0.6047
O 4.773 2.623 1.005 -0.3121
C 4.448 1.533 1.729 0.7871
O 3.638 1.542 2.651 -0.5978
O 5.155 0.481 1.314 -0.2109
H 5.947 -1.133 -0.513 0.3396
H 6.782 0.138 -1.531 0.4643
H 5.089 0.173 -1.285 -0.1988
H 7.175 0.691 0.897 0.3212
H 5.546 2.574 -0.869 0.3623
H 6.653 2.957 0.491 0.3060
C 1.167 1.507 -0.368 0.9872
C 0.155 0.763 0.422 2.1738
C 0.357 0.716 1.858 0.3041
O -0.926 0.472 2.306 -0.3769
C -1.826 0.975 1.412 0.1476
O -3.024 1.129 1.626 -0.6567
O -1.136 1.373 0.321 0.5205
H 1.231 2.540 -0.028 -0.9562
H 0.956 1.555 -1.437 -0.6960
H 2.137 1.013 -0.310 -0.0345
H 0.101 -0.251 0.026 -1.2197
H 0.681 1.670 2.273 0.1820
H 1.011 -0.124 2.093 -0.5630
C -3.913 3.230 -0.916 -1.2168
C -2.801 4.095 -0.316 1.3565
C -1.672 4.301 -1.299 1.0620
O -1.687 5.712 -1.424 -0.4714
C -2.664 6.285 -0.734 0.5744
O -2.985 7.456 -0.787 -0.6221
O -3.243 5.415 0.073 -0.4428
H -4.587 2.877 -0.135 0.3189
H -3.497 2.295 -1.291 -0.1455
H -4.468 3.733 -1.708 0.4161
H -2.370 3.593 0.551 -0.4003
H -1.867 3.883 -2.287 0.2846
H -0.754 3.918 -0.854 -0.6375
C 1.331 7.477 0.511 -1.6730
C 1.179 5.956 0.329 0.5362
C 2.180 5.160 1.102 -0.1899
O 1.454 4.345 1.976 -0.2388
C 0.164 4.670 1.877 0.5231
O -0.727 4.149 2.499 -0.5665
O -0.083 5.635 0.953 -0.1944
H 2.364 7.759 0.306 0.4281
H 1.228 7.739 1.564 0.3756
H 0.624 8.057 -0.082 0.3903
H 1.154 5.680 -0.725 0.1610
H 2.804 5.885 1.625 0.4650
H 2.730 4.485 0.447 0.0326
C -2.503 -1.571 5.859 -1.4469
C -3.211 -1.372 4.465 0.5138
C -2.753 -2.282 3.328 1.0383
O -3.960 -2.964 2.948 -0.2398
C -4.979 -2.476 3.626 0.5506
O -6.129 -2.812 3.520 -0.6197
O -4.568 -1.647 4.573 -0.3971
H -2.835 -0.783 6.534 0.3944
H -1.428 -1.468 5.706 0.3270
H -2.817 -2.488 6.357 0.3686
H -3.143 -0.340 4.124 0.1381
H -1.948 -2.923 3.688 0.2380
H -2.263 -1.713 2.538 -0.8393
C 1.550 -5.451 -0.185 -1.1111
C 0.060 -5.189 -0.436 0.3770
C -0.884 -5.518 0.707 -0.6712
O -1.551 -4.314 0.957 -0.2226
C -1.056 -3.283 0.200 -0.4974
O -1.402 -2.121 0.255 0.4868
O -0.139 -3.809 -0.605 -0.3064
H 2.137 -4.978 -0.971 0.3296
H 1.711 -6.526 -0.105 0.4752
H 1.861 -4.921 0.715 -0.0331
H -0.235 -5.669 -1.370 0.3303
H -0.243 -5.655 1.577 0.3573
H -1.562 -6.321 0.418 0.2998
C -4.712 -1.110 -0.292 -0.8719
C -4.722 -2.595 -0.815 1.5152
C -5.397 -3.577 0.125 0.0465
O -6.248 -4.238 -0.789 -0.3938
C -6.345 -3.581 -1.945 0.4790
O -7.047 -3.886 -2.920 -0.6258
O -5.483 -2.590 -1.972 -0.4398
H -4.142 -0.373 -0.858 -0.1112
H -4.199 -1.121 0.670 -0.0414
H -5.705 -0.720 -0.070 0.4552
H -3.711 -2.875 -1.109 -0.5794
H -5.901 -3.019 0.915 0.2542
H -4.701 -4.286 0.574 0.2607
C 2.852 -2.136 0.640 0.9396
C 3.047 -2.970 1.968 -0.3989
C 3.847 -2.177 2.983 -0.0267
O 3.053 -2.302 4.184 -0.4040
C 1.810 -2.798 3.861 0.5570
O 0.890 -2.800 4.587 -0.4989
O 1.798 -3.058 2.546 -0.0460
H 2.097 -2.646 0.043 -0.7685
H 3.770 -2.091 0.053 0.1693
H 2.562 -1.128 0.937 -0.6600
H 3.445 -3.984 1.992 0.6759
H 3.822 -1.102 2.801 -0.0271
H 4.854 -2.592 3.020 0.3480
C -1.418 -0.354 -2.525 3.4627
C -1.444 0.909 -3.268 0.2353
C -1.414 0.475 -4.687 -0.8648
O -1.597 -0.962 -4.653 -0.5379
C -2.104 -1.360 -3.438 -0.4475
H -1.999 -0.269 -1.607 -1.3461
H -0.396 -0.634 -2.270 -1.2841
H -0.617 1.594 -3.083 -0.1683
H -2.313 1.516 -3.015 -0.0858
H -0.434 0.754 -5.076 0.2911
H -2.199 0.988 -5.242 0.3262
H -1.924 -2.416 -3.237 0.2466
H -3.189 -1.260 -3.463 0.3442
C 3.901 0.043 -4.273 -0.5854
C 3.548 -1.415 -4.082 -0.6059
C 2.236 -1.459 -3.274 0.0227
O 2.191 -0.189 -2.638 0.3130
C 2.763 0.806 -3.565 -0.7647
H 4.013 0.361 -5.309 0.4113
H 4.865 0.196 -3.786 0.1345
H 4.289 -1.990 -3.527 0.2791
H 3.452 -1.903 -5.052 0.3596
H 2.081 -2.184 -2.475 -0.2237
H 1.346 -1.532 -3.899 0.1364
H 3.135 1.681 -3.032 0.2997
H 1.957 1.123 -4.227 0.4372
```

---

Asked for E across the records above, the calculation gives -76321.1931; -7362.9698; -10848.1290; -42834.0227; -19883.4887; -95752.9065 eV in order.